Computed, not measured: a molecular structure, C26H36AuIN6O6P, with ωB97M-V with the def2-TZVPD basis set.

XYZ file:
```
77
Properties=species:S:1:pos:R:3:mulliken_charge:R:1
Au 1.57 0.11 -0.82 0.56
C -0.80 2.73 4.72 -0.84
O -1.36 2.20 3.53 -0.16
C -2.61 1.66 3.57 1.19
C -3.65 2.19 4.33 -0.88
C -4.89 1.57 4.34 -0.79
C -5.11 0.42 3.60 -0.77
C -4.10 -0.09 2.81 -0.87
C -2.85 0.53 2.76 0.12
N -1.84 -0.08 2.00 0.51
C -0.88 0.39 1.16 0.30
N -0.94 1.70 0.82 0.43
C -0.29 2.45 -0.15 1.12
C 0.83 2.00 -0.85 0.16
C 1.52 2.85 -1.69 -0.68
C 1.09 4.16 -1.90 -0.98
C -0.05 4.60 -1.30 -0.54
C -0.78 3.77 -0.43 0.20
O -1.88 4.38 0.02 -0.50
C -2.93 3.85 0.81 -0.78
N -0.04 -0.45 0.62 -0.17
C 0.06 -1.77 1.02 0.14
C 0.05 -2.77 0.05 -0.19
C 0.14 -4.10 0.41 -0.87
C 0.27 -4.45 1.75 -0.80
C 0.36 -3.48 2.72 -0.73
C 0.29 -2.13 2.38 0.89
O 0.44 -1.10 3.23 -0.21
C 0.93 -1.35 4.54 -1.03
H -0.08 3.49 4.42 0.30
H -0.29 1.94 5.27 0.21
H -1.54 3.18 5.37 0.34
H -3.50 3.09 4.90 0.42
H -5.68 2.00 4.94 0.45
H -6.07 -0.06 3.62 0.44
H -4.26 -0.99 2.24 0.51
H -1.91 -1.10 1.99 0.39
H -1.58 2.23 1.40 -0.65
H 2.41 2.50 -2.20 0.51
H 1.65 4.81 -2.56 0.47
H -0.44 5.59 -1.48 0.50
H -3.74 4.58 0.72 0.34
H -2.64 3.81 1.86 0.26
H -3.29 2.88 0.45 0.35
H -0.05 -2.47 -0.98 0.58
H 0.12 -4.87 -0.34 0.42
H 0.30 -5.49 2.04 0.47
H 0.48 -3.77 3.75 0.55
H 1.18 -0.37 4.94 0.23
H 1.83 -1.97 4.52 0.41
H 0.17 -1.81 5.17 0.41
N -0.10 -3.18 -5.76 -0.21
C 0.93 -2.77 -4.79 -0.80
P 0.64 -0.92 -4.54 0.88
O -0.69 -0.73 -5.22 -0.98
O 0.86 -0.45 -3.15 -0.20
C 1.79 -0.01 -5.75 -0.78
N 0.90 1.07 -6.22 -0.27
H -0.79 -2.36 -5.71 0.36
H -0.56 -4.06 -5.54 0.35
H 0.26 -3.23 -6.72 0.34
H 1.94 -3.02 -5.12 0.40
H 0.76 -3.23 -3.81 0.24
H 2.08 -0.64 -6.58 0.40
H 2.68 0.37 -5.25 0.36
H 0.93 1.87 -5.59 0.31
H -0.07 0.64 -6.12 0.35
H 1.08 1.39 -7.18 0.37
N 4.90 -0.61 -0.07 -0.29
C 4.18 -1.67 -0.44 0.71
O 3.02 -1.59 -0.88 -0.47
C 4.82 -3.01 -0.26 -1.11
I 4.07 -3.73 1.63 0.16
H 4.51 0.32 -0.10 0.13
H 5.84 -0.71 0.29 0.23
H 5.90 -2.97 -0.19 0.49
H 4.50 -3.72 -1.02 0.33
```

frontier orbital gap: 4.34 eV
HOMO level: -14.712 eV
electronic energy: -2566.152535 hartree
relative energy (zero: lowest compared OMol25 entry of this formula, charge and spin): 0.237 eV
total charge: +3

=====

Computed, not measured: a molecular structure, C26H36AuN6OSe, with ωB97M-V with the def2-TZVPD basis set.

XYZ file:
```
71
Properties=species:S:1:pos:R:3:mulliken_charge:R:1
Au -1.34 1.56 0.83 0.94
N -2.72 2.09 2.45 -0.59
C -2.52 3.51 2.71 0.33
C -3.14 4.16 3.74 -0.43
C -2.93 5.54 3.94 -0.81
C -2.13 6.25 3.09 -0.96
C -1.48 5.60 2.01 0.51
C -0.68 6.28 1.07 -0.31
C -0.11 5.60 0.02 -1.11
C -0.29 4.22 -0.06 0.34
N -1.00 3.54 0.84 -0.25
C -1.64 4.21 1.86 0.40
H -3.70 1.89 2.28 0.41
H -2.43 1.53 3.26 0.42
H -3.81 3.63 4.40 0.48
H -3.43 6.04 4.76 0.43
H -1.99 7.31 3.21 0.46
H -0.55 7.35 1.16 0.49
H 0.48 6.10 -0.73 0.45
H 0.17 3.65 -0.86 0.50
C 0.75 -2.16 -5.32 -1.32
C 1.53 -1.38 -4.27 -0.20
C 0.71 -0.26 -3.62 -0.55
C -0.36 -0.76 -2.65 -1.20
N 0.23 -1.39 -1.45 1.22
C 0.81 -0.75 -0.43 -1.01
Se 0.84 1.13 -0.20 -0.10
N 1.36 -1.63 0.42 1.15
C 2.21 -1.36 1.59 -1.23
C 3.67 -1.71 1.30 -0.68
C 4.33 -0.82 0.25 -0.21
C 4.46 0.64 0.66 -1.02
C 1.11 -2.90 -0.07 0.37
C 1.45 -4.16 0.43 -0.97
C 1.03 -5.24 -0.31 -0.93
C 0.31 -5.09 -1.51 -0.82
C -0.02 -3.85 -2.01 -0.94
C 0.39 -2.75 -1.26 1.15
H 1.39 -2.90 -5.81 0.39
H 0.36 -1.50 -6.09 0.36
H -0.10 -2.71 -4.90 0.24
H 2.40 -0.92 -4.74 0.45
H 1.93 -2.05 -3.51 0.11
H 0.19 0.31 -4.40 0.55
H 1.36 0.44 -3.10 0.20
H -0.99 -1.52 -3.12 0.73
H -1.01 0.05 -2.31 0.15
H 1.82 -1.95 2.42 0.41
H 2.10 -0.31 1.84 0.61
H 3.73 -2.75 0.99 0.38
H 4.22 -1.64 2.24 0.50
H 3.81 -0.92 -0.71 0.08
H 5.33 -1.22 0.06 0.39
H 3.50 1.17 0.67 0.04
H 5.12 1.18 -0.01 0.39
H 4.88 0.73 1.67 0.34
H 2.00 -4.29 1.35 0.52
H 1.27 -6.24 0.03 0.50
H 0.02 -5.97 -2.06 0.51
H -0.57 -3.74 -2.94 0.39
C -2.20 -2.94 1.88 -0.57
N -3.14 -2.17 1.07 -0.25
C -2.92 -0.94 0.64 1.11
N -3.89 -0.25 0.02 -0.45
O -1.75 -0.43 0.83 -0.84
H -2.42 -4.00 1.73 0.34
H -2.31 -2.70 2.94 0.30
H -1.19 -2.74 1.56 0.03
H -4.06 -2.57 0.90 0.25
H -4.79 -0.67 -0.17 0.24
H -3.65 0.55 -0.55 0.18
```

frontier orbital gap: 5.91 eV
HOMO level: -16.859 eV
electronic energy: -3952.395651 hartree
relative energy (zero: lowest compared OMol25 entry of this formula, charge and spin): 0.000 eV
total charge: +3

=====

Computed, not measured: 4 unconnected molecules or ions with the total composition C26H36BBrF24N3O4S2, with ωB97M-V with the def2-TZVPD basis set.

XYZ file:
```
97
Properties=species:S:1:pos:R:3:mulliken_charge:R:1
C -3.65 -1.42 4.89 -1.04
C -2.41 -1.42 4.29 -0.39
C -1.98 -0.41 3.25 -0.07
N -2.76 0.82 3.39 0.27
C -2.29 2.03 3.39 -1.22
N -0.94 2.23 3.19 0.95
C -0.69 2.55 1.74 -1.09
C -0.92 1.39 0.79 -0.27
C -0.23 1.65 -0.57 -0.29
S 0.97 0.33 -1.01 -0.20
C -0.40 3.36 3.98 -0.92
C 1.06 3.12 4.47 0.29
C 1.84 4.40 4.33 -1.47
Br 1.92 1.59 3.64 -0.10
N -3.18 3.12 3.55 0.13
S -4.42 3.15 2.31 -0.10
B -3.79 3.27 4.94 0.48
C -4.58 2.15 5.69 -0.92
O -3.60 4.48 5.56 -0.48
H -3.73 -1.17 5.95 0.33
H -4.53 -1.73 4.33 0.37
H -1.68 -2.20 4.52 0.48
H -2.24 -0.82 2.26 0.26
H -0.91 -0.25 3.30 0.18
H -3.76 0.69 3.50 0.47
H -1.28 3.41 1.42 0.33
H 0.36 2.82 1.67 0.67
H -1.99 1.32 0.58 0.20
H -0.54 0.46 1.18 -0.12
H -0.97 1.64 -1.36 0.14
H 0.35 2.57 -0.59 0.57
H 0.78 -0.66 -0.12 0.09
H -1.01 3.61 4.85 0.08
H -0.38 4.24 3.34 0.42
H 1.00 2.90 5.54 0.50
H 2.82 4.34 4.80 0.41
H 1.90 4.76 3.31 0.36
H 1.29 5.17 4.88 0.43
H -3.68 2.89 1.21 0.15
H -3.89 1.35 5.98 0.24
H -5.03 2.51 6.61 0.35
H -5.34 1.71 5.03 0.34
H -2.68 4.62 5.81 0.37
C 4.24 -2.15 5.01 -0.81
C 4.29 -1.74 3.53 0.85
C 2.98 -1.71 2.75 0.85
F 2.38 -2.92 2.70 -0.23
F 3.22 -1.33 1.48 -0.25
F 5.20 -2.50 2.89 -0.28
F 4.76 -0.46 3.51 -0.29
O 4.56 -3.49 5.35 -0.40
C 3.62 -4.49 5.30 0.81
C 3.95 -5.54 4.24 0.18
F 4.06 -4.99 3.02 -0.21
F 2.95 -6.45 4.20 -0.25
F 2.38 -3.98 5.15 -0.29
F 3.64 -5.10 6.50 -0.30
H 5.03 -1.57 5.49 0.46
H 3.31 -1.84 5.49 0.33
H 2.27 -1.00 3.19 -0.56
H 4.88 -6.05 4.49 0.26
C -2.90 -0.08 -4.69 -0.59
C -2.50 -0.68 -3.33 0.86
C -1.23 -1.53 -3.28 0.36
F -1.34 -2.61 -4.08 -0.21
F -1.03 -2.00 -2.02 -0.24
F -3.55 -1.37 -2.82 -0.29
F -2.29 0.38 -2.49 -0.25
O -3.89 -0.76 -5.45 -0.43
C -3.57 -1.79 -6.30 0.78
C -4.20 -3.12 -5.85 0.15
F -3.82 -3.43 -4.60 -0.21
F -3.79 -4.10 -6.68 -0.26
F -2.23 -1.90 -6.46 -0.24
F -4.09 -1.49 -7.50 -0.30
H -3.37 0.87 -4.45 0.45
H -2.02 0.17 -5.29 0.24
H -0.35 -0.96 -3.57 0.01
H -5.29 -3.04 -5.88 0.26
C 2.95 -1.14 -6.82 -0.91
C 1.69 -0.55 -6.17 1.07
C 0.58 -0.05 -7.10 0.01
F 0.99 0.94 -7.90 -0.23
F -0.44 0.43 -6.33 -0.35
F 2.04 0.42 -5.30 -0.30
F 1.13 -1.56 -5.43 -0.31
O 4.09 -0.31 -6.95 -0.40
C 4.24 0.54 -8.03 0.78
C 4.23 2.01 -7.60 0.18
F 3.09 2.32 -6.95 -0.21
F 4.31 2.79 -8.70 -0.26
F 3.33 0.28 -8.98 -0.28
F 5.45 0.29 -8.56 -0.29
H 3.28 -1.92 -6.13 0.44
H 2.72 -1.66 -7.76 0.36
H 0.18 -0.87 -7.71 0.35
H 5.08 2.22 -6.95 0.25
```

frontier orbital gap: 7.28 eV
HOMO level: -11.379 eV
electronic energy: -7269.232994 hartree
total charge: +1

=====

Computed, not measured: a molecular structure, C26H36BCl2F6MoN3O6S2, with ωB97M-V with the def2-TZVPD basis set.

XYZ file:
```
83
Properties=species:S:1:pos:R:3:lowdin_spin:R:1
Mo 0.42 0.72 -0.05 1.88
N 0.10 -0.77 1.93 0.05
C 0.78 -1.11 3.20 0.01
C 1.04 0.11 4.08 0.00
C 2.41 0.75 3.91 0.00
N 2.63 1.19 2.54 0.01
H -0.81 -0.37 2.16 0.00
H -0.12 -1.63 1.44 0.00
H 1.72 -1.62 2.96 0.00
H 0.17 -1.83 3.75 0.00
H 0.95 -0.19 5.13 0.00
H 0.26 0.85 3.90 0.00
H 3.18 0.05 4.26 0.00
H 2.46 1.63 4.56 0.00
H 2.77 0.39 1.93 0.00
H 3.48 1.74 2.47 0.00
F 5.45 0.26 -0.04 0.00
C 4.94 0.32 -1.27 0.00
F 4.71 1.58 -1.58 0.00
F 5.80 -0.20 -2.13 0.00
S 3.37 -0.64 -1.27 0.00
O 2.56 0.04 -0.25 0.03
O 3.75 -1.98 -0.97 0.00
N 2.87 -0.46 -2.74 0.00
S 1.46 0.07 -3.21 0.01
O 0.48 0.17 -2.12 0.06
O 1.03 -0.59 -4.39 0.00
C 1.80 1.82 -3.67 0.00
F 2.22 2.49 -2.60 0.01
F 2.74 1.86 -4.61 0.00
F 0.69 2.37 -4.13 0.00
C 0.07 4.68 1.29 -0.01
C -0.95 3.60 0.86 0.00
C -1.94 3.41 2.02 -0.01
C -0.20 2.32 0.66 -0.09
C -1.65 4.03 -0.43 0.00
C -0.89 4.26 -1.57 0.00
C -1.47 4.68 -2.75 0.00
C -2.85 4.88 -2.82 0.00
C -3.62 4.65 -1.69 0.00
C -3.02 4.24 -0.50 0.00
H 0.55 4.38 2.22 0.00
H -0.44 5.63 1.44 0.00
H 0.84 4.81 0.54 0.00
H -1.40 3.06 2.91 0.00
H -2.72 2.68 1.79 0.00
H -2.42 4.36 2.27 0.00
H 0.39 1.99 1.57 0.01
H 0.19 4.10 -1.53 0.00
H -0.86 4.86 -3.63 0.00
H -3.31 5.20 -3.74 0.00
H -4.69 4.80 -1.72 0.00
H -3.65 4.07 0.36 0.00
Cl 0.85 -5.66 -0.59 0.00
C 1.43 -4.00 -0.53 0.00
Cl 0.09 -2.83 -0.72 0.00
H 2.13 -3.83 -1.34 0.00
H 1.89 -3.82 0.43 0.00
C -7.35 2.46 -2.62 0.00
C -7.56 1.72 -1.30 0.00
C -8.46 0.50 -1.57 0.00
C -8.27 2.66 -0.32 0.00
C -6.24 1.25 -0.69 0.00
C -6.25 0.55 0.52 0.00
C -5.09 0.11 1.15 0.00
C -3.90 0.38 0.51 0.00
O -2.61 0.08 0.91 0.00
B -1.77 0.65 -0.08 0.02
O -2.57 1.20 -1.10 0.00
C -3.87 1.05 -0.69 0.00
C -5.01 1.50 -1.31 0.00
H -8.32 2.78 -3.01 0.00
H -6.88 1.82 -3.37 0.00
H -6.74 3.35 -2.48 0.00
H -9.41 0.83 -2.01 0.00
H -8.68 -0.04 -0.65 0.00
H -7.98 -0.19 -2.26 0.00
H -9.21 3.01 -0.75 0.00
H -7.65 3.54 -0.12 0.00
H -8.49 2.17 0.62 0.00
H -7.20 0.35 1.01 0.00
H -5.12 -0.42 2.09 0.00
H -4.93 2.03 -2.25 0.00
```

spin multiplicity: 3
frontier orbital gap (alpha / beta): 7.56 / 8.24 eV
HOMO level (alpha / beta): -7.239 / -7.929 eV
electronic energy: -4037.066235 hartree
relative energy (zero: lowest compared OMol25 entry of this formula, charge and spin): 0.926 eV
total charge: 0

=====

Computed, not measured: a molecular structure, C26H36CeINOP3, with ωB97M-V with the def2-TZVPD basis set.

XYZ file:
```
69
Properties=species:S:1:pos:R:3:lowdin_spin:R:1
C 0.86 0.07 -2.78 0.19
I -1.47 -1.19 -2.93 0.33
H 1.52 -0.11 -1.88 0.02
H 0.71 1.13 -3.03 0.01
H 1.34 -0.44 -3.62 0.00
Ce -0.25 0.00 -0.52 0.50
P -0.09 2.99 -0.19 0.00
C -1.77 3.63 -0.53 0.00
C 0.35 4.00 1.27 0.00
H 0.67 5.02 0.97 0.00
H 0.83 4.92 -1.37 0.00
H 1.17 3.50 1.80 0.00
H 2.00 3.55 -1.26 0.00
H -2.39 3.62 0.38 0.00
H -0.48 4.06 1.98 0.00
C 0.95 3.83 -1.45 0.00
H -1.72 4.65 -0.94 0.00
H 0.69 3.48 -2.46 0.00
H -2.28 2.97 -1.26 0.00
P 0.05 -2.89 0.26 0.00
C -1.64 -3.57 0.06 0.00
C 1.02 -3.83 -0.98 0.00
H 1.43 -3.19 2.20 0.00
H 0.93 -4.78 1.52 0.00
H -0.21 -3.77 2.52 0.00
C 0.60 -3.75 1.77 0.00
H 2.07 -3.50 -0.92 0.00
H 0.96 -4.91 -0.74 0.00
H -1.57 -4.63 -0.24 0.00
H -2.19 -3.02 -0.71 0.00
H 0.65 -3.63 -1.99 0.00
H -2.20 -3.48 1.00 0.00
C -2.83 -0.45 -0.26 0.01
O -3.92 -0.70 0.04 0.00
N -0.04 0.14 1.49 -0.05
P -0.20 0.26 3.10 -0.01
C -1.30 1.65 3.39 0.00
C -1.00 2.70 4.27 0.00
C -1.90 3.75 4.43 0.00
C -3.03 3.85 3.63 0.00
C -3.24 2.90 2.63 0.00
C -2.39 1.80 2.52 0.00
C -1.12 -1.20 3.66 0.00
C -2.30 -1.49 2.97 0.00
C -3.02 -2.64 3.26 0.00
C -2.62 -3.46 4.31 0.00
C -1.43 -3.20 4.96 0.00
C -0.63 -2.12 4.59 0.00
C 1.04 0.42 4.37 0.00
C 0.52 0.48 5.67 0.00
C 1.37 0.64 6.76 0.00
C 2.75 0.74 6.56 0.00
C 3.25 0.66 5.26 0.00
C 2.41 0.51 4.16 0.00
H -0.06 2.68 4.83 0.00
H -1.73 4.47 5.22 0.00
H -3.76 4.64 3.77 0.00
H -4.11 2.95 1.98 0.00
H -2.55 1.05 1.73 0.00
H -2.64 -0.78 2.20 0.00
H -3.94 -2.83 2.70 0.00
H -3.27 -4.27 4.62 0.00
H -1.13 -3.81 5.80 0.00
H 0.35 -1.96 5.05 0.00
H -0.55 0.41 5.84 0.00
H 0.96 0.69 7.75 0.00
H 3.44 0.87 7.41 0.00
H 4.31 0.73 5.07 0.00
H 2.77 0.44 3.14 0.00
```

spin multiplicity: 2
frontier orbital gap (alpha / beta): 6.50 / 6.43 eV
HOMO level (alpha / beta): -14.093 / -14.225 eV
electronic energy: -2938.635599 hartree
relative energy (zero: lowest compared OMol25 entry of this formula, charge and spin): 0.000 eV
total charge: +2

=====

Computed, not measured: a molecular structure, C26H36N3PdSi2, with ωB97M-V with the def2-TZVPD basis set.

XYZ file:
```
68
Properties=species:S:1:pos:R:3:mulliken_charge:R:1
Pd 0.23 -0.06 -0.32 -0.43
C -2.40 -1.87 1.23 -1.12
N -1.78 -1.63 -0.06 1.04
C -1.37 -2.87 -0.69 -1.05
C -2.62 -0.77 -0.86 0.03
C -3.50 -1.24 -1.82 -0.36
C -4.29 -0.35 -2.54 -0.75
C -4.20 1.00 -2.30 -0.81
C -3.32 1.49 -1.34 0.38
C -2.52 0.62 -0.60 -0.38
N -1.61 1.05 0.34 0.36
C -1.98 1.48 1.55 0.03
C -3.28 1.96 1.85 -0.58
C -3.59 2.43 3.11 -0.85
C -2.66 2.42 4.13 -0.93
C -1.40 1.90 3.88 -0.25
C -1.05 1.44 2.62 -0.53
N 0.23 0.84 2.36 1.41
C 1.28 1.85 2.48 -1.16
C 0.51 -0.27 3.26 -1.00
H -3.35 -2.44 1.13 0.26
H -2.61 -0.92 1.72 0.22
H -1.72 -2.45 1.86 0.34
H -2.17 -3.63 -0.74 0.34
H -0.54 -3.29 -0.12 0.24
H -1.01 -2.66 -1.70 0.24
H -3.59 -2.30 -2.01 0.30
H -4.98 -0.73 -3.29 0.37
H -4.81 1.70 -2.87 0.39
H -3.23 2.55 -1.18 0.48
H -4.03 1.95 1.07 0.35
H -4.59 2.82 3.29 0.38
H -2.92 2.79 5.12 0.36
H -0.68 1.84 4.68 0.30
H 1.26 2.36 3.46 0.36
H 1.14 2.59 1.68 0.18
H 2.24 1.37 2.34 0.33
H 0.73 0.05 4.29 0.39
H 1.37 -0.82 2.88 0.10
H -0.35 -0.94 3.29 0.27
C -0.38 1.91 -3.55 -1.36
Si 0.14 0.21 -2.74 1.36
C -0.60 -1.07 -4.05 -1.44
C 2.03 0.10 -3.18 -0.12
C 2.42 0.13 -4.52 -0.38
C 3.73 -0.02 -4.91 -0.76
C 4.71 -0.19 -3.94 -0.81
C 4.34 -0.21 -2.61 -0.42
C 3.02 -0.07 -2.20 0.23
Si 2.62 -0.04 -0.29 0.88
C 3.55 -1.66 0.33 -1.41
C 3.87 1.37 0.26 -1.57
H 0.00 1.99 -4.56 0.48
H 0.01 2.75 -2.97 0.24
H -1.46 2.01 -3.59 0.33
H -0.53 -0.66 -5.05 0.46
H -1.64 -1.28 -3.85 0.28
H -0.05 -2.01 -4.04 0.35
H 1.66 0.27 -5.29 0.19
H 4.00 0.00 -5.96 0.36
H 5.75 -0.32 -4.23 0.35
H 5.12 -0.34 -1.87 0.23
H 4.58 -1.68 -0.03 0.42
H 3.05 -2.55 -0.04 0.29
H 3.58 -1.73 1.41 0.35
H 4.75 1.37 -0.38 0.55
H 4.21 1.25 1.28 0.38
H 3.42 2.35 0.17 0.31
```

frontier orbital gap: 6.53 eV
HOMO level: -3.687 eV
electronic energy: -1883.526932 hartree
relative energy (zero: lowest compared OMol25 entry of this formula, charge and spin): 2.180 eV
total charge: -1

=====

Number 1: maximum force 0.0437 hartree/bohr. Number 2: maximum force 0.0095 hartree/bohr. Number 3: maximum force 0.0570 hartree/bohr. Number 4: maximum force 0.0166 hartree/bohr. Number 5: maximum force 0.0987 hartree/bohr. Number 6: maximum force 0.0470 hartree/bohr.